{"formula": "C32H45BrCl4N2O2SiTl", "method": "the ωB97M-V functional and the def2-TZVPD basis", "species": ["Tl", "C", "C", "C", "C", "C", "C", "C", "C", "C", "H", "H", "H", "H", "H", "H", "H", "H", "H", "H", "H", "H", "Cl", "C", "C", "Cl", "C", "Cl", "C", "O", "C", "O", "C", "Cl", "N", "C", "C", "C", "C", "C", "N", "H", "H", "H", "H", "H", "H", "C", "C", "C", "C", "Si", "Br", "C", "C", "C", "C", "C", "C", "C", "C", "H", "H", "H", "H", "H", "H", "H", "H", "H", "H", "H", "H", "H", "H", "H", "H", "H", "H", "H", "H", "H", "H", "H", "H", "H", "H", "H"], "coordinates": [[-0.353464, 2.044978, 1.112414], [2.467569, 5.004536, 1.064362], [1.839563, 4.149181, 2.130537], [0.677465, 4.557600, 2.784020], [0.102589, 3.780178, 3.789020], [-1.157913, 4.225467, 4.480815], [0.716346, 2.581470, 4.142918], [1.880217, 2.149082, 3.509541], [2.544014, 0.863563, 3.922176], [2.424001, 2.938996, 2.499605], [1.717798, 5.591808, 0.534963], [3.007212, 4.393734, 0.340505], [3.179881, 5.696535, 1.518266], [0.212722, 5.498045, 2.505250], [-0.915869, 4.857364, 5.337353], [-1.725131, 3.370919, 4.848724], [-1.791442, 4.806339, 3.809744], [0.282310, 1.973720, 4.929817], [3.253374, 1.054879, 4.730020], [3.096533, 0.419553, 3.094368], [1.813943, 0.141652, 4.287092], [3.328698, 2.613260, 1.996701], [-6.520747, 5.970546, -0.992423], [-5.479835, 4.703450, -0.564212], [-6.067252, 3.400302, -0.213083], [-7.756130, 3.229318, -0.287796], [-5.291945, 2.353645, 0.153337], [-5.948516, 0.829582, 0.544139], [-3.838513, 2.477204, 0.195332], [-3.100230, 1.568944, 0.482461], [-3.233522, 3.848367, -0.148196], [-2.032740, 3.996339, -0.059621], [-4.137753, 4.903925, -0.548648], [-3.441647, 6.407598, -0.980229], [0.620236, 4.279916, -1.821878], [1.525630, 3.267830, -1.862141], [2.521485, 3.247379, -2.858657], [3.458044, 2.244426, -2.850841], [3.410383, 1.267810, -1.855596], [2.405006, 1.354736, -0.922624], [1.474682, 2.317858, -0.918398], [0.593848, 4.947887, -2.569011], [-0.152959, 4.248863, -1.185677], [2.532894, 4.029489, -3.607068], [4.229312, 2.215790, -3.609042], [4.133570, 0.465860, -1.821593], [2.315443, 0.619418, -0.128895], [2.764960, -3.217422, -0.236471], [1.439711, -3.789398, 0.287152], [1.299986, -3.333238, 1.747774], [1.517571, -5.323196, 0.248450], [-0.033086, -3.191665, -0.811988], [-0.313707, -0.975076, -0.211438], [0.358674, -3.078091, -2.700614], [0.889904, -4.429819, -3.201214], [-0.915061, -2.727590, -3.484091], [1.397330, -1.991125, -3.022960], [-1.729949, -4.004809, -0.378685], [-1.832800, -5.370649, -1.073696], [-1.868794, -4.205651, 1.136886], [-2.914166, -3.131380, -0.823130], [3.572274, -3.505563, 0.443182], [2.737953, -2.125882, -0.279575], [3.016880, -3.605117, -1.224134], [2.183856, -3.661660, 2.303195], [0.428020, -3.760488, 2.239098], [1.241905, -2.247346, 1.825624], [2.380287, -5.660902, 0.829913], [1.637026, -5.698597, -0.770725], [0.629771, -5.786227, 0.681231], [0.179756, -5.239572, -3.018459], [1.838226, -4.692934, -2.728822], [1.062926, -4.377604, -4.279886], [-1.659919, -3.522967, -3.432589], [-0.659112, -2.587073, -4.538240], [-1.361593, -1.798041, -3.124997], [2.363788, -2.182564, -2.560414], [1.057592, -1.002474, -2.716037], [1.551313, -1.967549, -4.106200], [-1.014378, -6.036784, -0.790871], [-1.835092, -5.272675, -2.160884], [-2.769448, -5.856343, -0.785270], [-1.155356, -4.932363, 1.525838], [-2.871543, -4.586035, 1.352732], [-1.749219, -3.264008, 1.676523], [-2.909774, -2.925648, -1.892278], [-2.932450, -2.181855, -0.288789], [-3.843418, -3.661955, -0.592991]], "forces_ev_per_angstrom": [[0.31, -0.14, 0.14], [0.00, 0.00, 0.09], [0.04, 0.04, -0.04], [-0.01, -0.07, -0.06], [-0.03, -0.03, 0.07], [0.08, 0.01, 0.00], [0.01, 0.07, 0.01], [0.01, -0.04, 0.01], [-0.01, 0.07, 0.02], [-0.02, 0.01, 0.03], [0.03, 0.00, -0.01], [0.00, 0.03, 0.00], [0.01, 0.02, -0.03], [-0.01, -0.01, -0.01], [-0.04, 0.01, 0.00], [-0.02, 0.02, 0.01], [-0.01, 0.01, 0.02], [-0.02, -0.02, -0.03], [0.01, -0.04, -0.01], [0.00, -0.02, 0.01], [0.02, -0.02, -0.01], [-0.02, -0.01, -0.02], [-0.06, -0.06, -0.01], [0.56, 0.28, -0.05], [0.08, -0.53, 0.18], [0.02, 0.07, -0.01], [-0.67, 0.01, -0.10], [0.11, 0.02, 0.02], [0.12, -0.21, 0.07], [-0.09, 0.09, -0.07], [0.47, 0.02, 0.05], [-0.19, -0.07, -0.10], [-0.59, 0.56, -0.21], [0.05, -0.13, 0.07], [-0.02, 0.02, 0.01], [0.44, -0.38, -0.04], [-0.10, 0.12, 0.01], [-0.07, 0.04, 0.03], [0.06, -0.09, 0.04], [0.02, -0.02, -0.03], [-0.29, 0.41, -0.08], [-0.05, 0.00, 0.00], [-0.15, 0.01, 0.06], [0.04, -0.04, -0.02], [0.00, 0.01, -0.01], [-0.02, 0.00, 0.04], [0.02, -0.02, -0.03], [-0.06, -0.06, 0.00], [-0.17, 0.13, -0.14], [-0.02, -0.07, -0.03], [-0.05, 0.01, -0.06], [0.03, 0.02, 0.03], [-0.04, -0.13, -0.02], [-0.05, 0.01, 0.21], [-0.02, -0.03, 0.09], [0.05, -0.05, 0.03], [-0.01, -0.07, 0.02], [0.20, 0.17, -0.07], [0.07, 0.01, -0.02], [0.01, -0.01, -0.08], [0.02, -0.05, -0.04], [0.00, -0.01, 0.02], [0.04, 0.00, -0.03], [0.03, 0.04, 0.04], [0.01, -0.01, -0.01], [0.04, 0.05, 0.01], [0.00, 0.01, 0.03], [0.01, 0.01, 0.00], [0.00, -0.05, 0.08], [0.05, -0.03, 0.00], [0.09, -0.01, -0.04], [-0.02, -0.02, -0.06], [-0.01, 0.01, -0.01], [0.01, 0.07, -0.03], [0.02, -0.01, -0.01], [-0.03, -0.01, -0.03], [-0.03, 0.06, -0.04], [0.01, 0.04, 0.01], [-0.01, -0.02, -0.01], [-0.06, -0.02, -0.06], [-0.03, -0.05, 0.05], [-0.01, 0.00, 0.01], [-0.03, 0.03, 0.02], [-0.01, -0.01, -0.01], [0.01, -0.02, 0.04], [-0.05, 0.02, 0.09], [-0.01, 0.03, -0.01], [0.00, -0.01, 0.01]], "orbital_gap_ev": 5.61, "e_homo_ev": -10.8785, "relative_energy_kcal_mol": 0.2, "energy_ha": -6383.01360, "total_charge": 1}